No. 1
Formula: C43H44AsBN5O5Tc
Source: the OMol25 dataset
Level of theory: wB97M-V/def2-TZVPD

Geometry as ORCA input:
```
! wB97M-V def2-TZVPD RIJCOSX def2/J DEFGRID3
* xyz 1 4
Tc 0.0767 0.3282 -0.6447
C -1.1117 5.7334 0.2964
C -2.2340 5.0679 0.7636
C -2.2320 3.6873 0.8989
C -1.0913 2.9596 0.5748
C 0.0254 3.6252 0.0637
C 0.0161 5.0038 -0.0637
N -1.0539 1.5472 0.6424
C -1.7012 0.8315 1.5676
C -2.1966 1.3294 2.8121
C -2.8096 0.4842 3.6879
C -2.9861 -0.8954 3.3930
C -2.4912 -1.4268 2.2389
C -1.8182 -0.5803 1.3388
N -1.2237 -0.9904 0.1936
N -1.3150 -2.2138 -0.2365
C -0.6274 -2.3609 -1.4225
C -0.6718 -3.5846 -2.0960
C -0.0100 -3.7050 -3.2938
C 0.6930 -2.6199 -3.8191
C 0.7097 -1.4411 -3.1114
N 0.0772 -1.3257 -1.9326
H -1.1221 6.8090 0.1874
H -3.1305 5.6239 1.0037
H -3.1376 3.1780 1.1936
H 0.8977 3.0620 -0.2203
H 0.8895 5.5067 -0.4562
H -2.0191 2.3612 3.0717
H -3.1549 0.8671 4.6387
H -3.4936 -1.5329 4.1033
H -2.5820 -2.4790 2.0075
H -1.2366 -4.3944 -1.6606
H -0.0395 -4.6423 -3.8322
H 1.2106 -2.6811 -4.7642
H 1.2119 -0.5518 -3.4615
N 2.1584 -0.8316 -0.1007
C 3.2138 -0.2534 -0.9286
C 2.8095 1.0499 -1.5999
O 3.6144 1.7597 -2.1400
O 1.5131 1.3443 -1.5697
H 2.1579 -0.3971 0.8216
H 2.2695 -1.8338 0.0018
H 3.4806 -0.9534 -1.7234
H 4.1303 -0.0541 -0.3652
C -3.1392 3.8477 -3.1483
C -2.8169 2.3701 -3.2284
C -4.0781 1.5493 -3.4228
O -2.2687 1.9839 -1.9291
B -1.2003 1.1785 -2.1630
O -0.8898 1.0095 -3.4796
C -1.6628 2.0066 -4.2237
C -0.7116 3.1575 -4.4962
C -2.1241 1.3648 -5.5157
H -3.9285 4.0048 -2.4153
H -3.4952 4.2199 -4.1097
H -2.2733 4.4328 -2.8462
H -4.7657 1.7535 -2.6037
H -3.8660 0.4807 -3.4265
H -4.5766 1.8045 -4.3566
H -0.2952 3.5568 -3.5707
H -1.2075 3.9659 -5.0327
H 0.1170 2.7990 -5.1054
H -2.6616 0.4372 -5.3392
H -1.2621 1.1485 -6.1454
H -2.7771 2.0425 -6.0674
O 1.3356 1.2035 1.4464
As 2.1376 1.5541 2.8733
C 3.8215 2.3293 2.4701
C 4.7979 2.5474 3.4386
C 6.0079 3.1102 3.0661
C 6.2379 3.4488 1.7369
C 5.2608 3.2360 0.7780
C 4.0421 2.6773 1.1421
C 1.0911 2.7921 3.8710
C 0.9276 4.0700 3.3409
C 0.0575 4.9582 3.9530
C -0.6312 4.5784 5.0980
C -0.4487 3.3139 5.6394
C 0.4091 2.4128 5.0226
C 2.3371 -0.0549 3.8741
C 3.5816 -0.6302 4.1079
C 3.6599 -1.8916 4.6852
C 2.5031 -2.5804 5.0123
C 1.2588 -2.0175 4.7570
C 1.1706 -0.7611 4.1808
H 4.6203 2.2996 4.4790
H 6.7715 3.2838 3.8116
H 7.1868 3.8806 1.4513
H 5.4409 3.4902 -0.2576
H 3.2787 2.4988 0.3970
H 1.4583 4.3743 2.4472
H -0.0797 5.9470 3.5374
H -1.3038 5.2774 5.5765
H -0.9711 3.0275 6.5421
H 0.5488 1.4311 5.4542
H 4.4920 -0.1071 3.8442
H 4.6275 -2.3353 4.8766
H 2.5668 -3.5613 5.4624
H 0.3562 -2.5608 5.0027
H 0.1916 -0.3472 3.9575
*
```

Properties
Highest occupied orbital energy (spin up / spin down): -9.6 / -10.0 eV



No. 2
Formula: C3H12NO2
Source: the OMol25 dataset
Level of theory: wB97M-V/def2-TZVPD

Geometry as ORCA input:
```
! wB97M-V def2-TZVPD RIJCOSX def2/J DEFGRID3
* xyz 1 1
C -0.4812 0.5483 1.4394
O 0.3179 1.6924 1.1618
C -0.1756 -0.4156 0.3225
C -0.8184 -1.7813 0.4346
N 1.3446 -0.5072 0.2145
H -1.5440 0.7714 1.4040
H -0.2068 0.1436 2.4180
H 0.1125 2.3687 1.8183
H -0.4767 0.0491 -0.6189
H -0.6472 -2.3613 -0.4659
H -0.4298 -2.3502 1.2901
H -1.8718 -1.6514 0.6455
H 1.6888 -1.3359 0.7082
H 1.6984 0.3210 0.7122
H 1.6857 -0.4945 -0.7459
H 0.4163 2.2840 -3.5110
H -0.4469 1.1410 -4.0195
O -0.1657 1.5778 -3.2079
*
```

Properties
ΔE to the lowest compared entry with this formula, charge and spin: 46.4 kJ/mol
Highest occupied orbital energy: -14.7 eV



No. 3
Formula: C7H17N2S
Source: the OMol25 dataset
Level of theory: wB97M-V/def2-TZVPD

Geometry as ORCA input:
```
! wB97M-V def2-TZVPD RIJCOSX def2/J DEFGRID3
* xyz 1 1
C -0.1587 -0.7330 0.6054
C -0.3202 2.0113 0.3658
C 2.0915 -2.2596 0.4324
C -4.2460 0.3291 -0.3538
C 0.6592 -0.1218 -1.4645
C 1.0844 1.4150 0.4209
C 2.2661 -0.8307 0.0849
N -3.1745 0.4144 0.2671
N 0.9153 -0.0033 -0.0558
S -1.5640 -1.1336 0.0081
H -0.2635 3.0010 0.4141
H -0.7577 1.8310 -0.5457
H -0.8640 1.6156 1.1664
H 1.8289 -2.4744 1.4293
H 1.3508 -2.7243 -0.2025
H 3.0142 -2.7425 0.2469
H -5.0404 0.9882 0.0485
H -4.3473 -0.3722 -1.1361
H -3.0115 0.9833 1.1081
H 1.2149 0.5312 -2.0761
H 0.9364 -1.1663 -1.8127
H -0.4819 0.1938 -1.6337
H 1.5631 1.3495 1.3519
H 1.7197 1.9654 -0.4504
H 2.7663 -0.7475 -0.7788
H 2.8556 -0.4262 0.8477
H -0.0368 -0.8933 1.7127
*
```

Properties
ΔE to the lowest compared entry with this formula, charge and spin: 416.6 kJ/mol
Highest occupied orbital energy: -12.6 eV



No. 4
Formula: C24H42FO15S3
Source: the OMol25 dataset
Level of theory: wB97M-V/def2-TZVPD

Geometry as ORCA input:
```
! wB97M-V def2-TZVPD RIJCOSX def2/J DEFGRID3
* xyz -1 1
F -0.0037 -0.4096 0.6875
C -1.5987 -3.7526 2.1415
C -1.9927 -2.3486 2.4285
C -2.6987 -1.6436 1.1675
O -4.0237 -1.8886 1.4165
C -4.2617 -2.2466 2.6915
O -5.3687 -2.4246 3.1545
O -3.1127 -2.2616 3.2805
H -0.9907 -4.2596 3.0245
H -1.0507 -3.6776 1.4335
H -2.5877 -4.3456 2.0075
H -1.1747 -1.5576 2.8045
H -2.3817 -1.9426 0.1995
H -2.7607 -0.5626 1.2395
C 2.9343 -3.6066 1.0105
C 2.3193 -3.2746 -0.3725
C 2.2213 -1.8246 -0.8035
O 2.9733 -1.7236 -1.9495
C 3.4353 -3.0046 -2.1985
O 4.0773 -3.1676 -3.2955
O 3.0153 -3.8356 -1.4325
H 3.2353 -4.5206 0.9835
H 2.1483 -3.5146 1.6165
H 3.7033 -2.6726 1.0635
H 1.3443 -3.6586 -0.2535
H 2.7603 -1.2896 -0.1385
H 1.2273 -1.6346 -1.0105
C -0.7127 1.8344 3.7295
C 0.1413 0.6054 4.1575
C 1.3783 0.4874 3.3485
O 2.4243 0.8304 4.1175
C 2.0163 0.9914 5.3845
O 2.6753 1.2084 6.4365
O 0.7013 0.8684 5.4645
H -0.3407 2.8104 3.9185
H -1.5077 1.6924 4.3065
H -0.9397 1.6524 2.8085
H -0.5337 -0.3126 4.0445
H 1.4093 1.1044 2.4555
H 1.4663 -0.4606 2.7555
C -1.4977 -1.0466 -4.0665
C -1.7467 -1.2936 -2.5935
C -1.9487 -2.7486 -2.3675
S -1.0577 -3.6286 -3.6495
O -2.0457 -4.2646 -4.4285
O -0.0067 -4.3456 -3.0775
C -0.5757 -2.2206 -4.5435
H -1.0777 0.0024 -4.4805
H -2.4537 -1.2816 -4.6505
H -2.5637 -0.6526 -2.1455
H -0.9087 -0.9726 -1.8755
H -2.8107 -2.9446 -2.8175
H -1.7457 -3.2926 -1.5145
H -0.6967 -2.4996 -5.7965
H 0.4453 -2.1096 -4.4465
C 2.2653 3.8484 -0.6915
C 2.5463 2.3994 -0.2915
C 3.7773 2.4214 0.5525
S 4.7713 3.6974 0.0325
O 5.7703 3.1814 -0.8705
O 5.1483 4.4934 1.0525
C 3.5573 4.4764 -1.0015
H 1.8093 4.3414 0.2095
H 1.6233 3.8944 -1.5555
H 2.6283 2.1434 -1.3405
H 1.7153 1.6424 0.1675
H 4.2773 1.4984 0.6475
H 3.5333 2.2774 1.5945
H 3.6733 4.2994 -2.1835
H 3.7433 5.3644 -0.8185
C -1.6857 2.7724 -1.9685
C -1.5687 2.5014 -0.5025
C -2.8617 3.0894 0.2045
S -4.0997 2.6874 -0.9635
O -5.0437 3.7384 -1.2495
O -4.6437 1.4334 -0.6075
C -3.1057 2.5344 -2.4025
H -0.8077 2.2324 -2.5145
H -1.3747 3.8594 -2.0895
H -0.6577 2.8654 0.0985
H -1.3807 1.6334 -0.2115
H -2.9297 4.2134 0.3995
H -2.9967 2.6254 1.1015
H -3.2537 3.3704 -3.1675
H -3.3027 1.4964 -3.0005
*
```

Properties
ΔE to the lowest compared entry with this formula, charge and spin: 242.9 kJ/mol
Highest occupied orbital energy: -7.2 eV



No. 5
Formula: C46H58ClInN5O15P
Source: the OMol25 dataset
Level of theory: wB97M-V/def2-TZVPD

Geometry as ORCA input:
```
! wB97M-V def2-TZVPD RIJCOSX def2/J DEFGRID3
* xyz -2 1
C 0.5776 2.4426 0.9397
O -0.4176 1.6770 0.3211
C -0.3170 1.6909 -1.0922
C -1.5945 1.2087 -1.7344
C -2.8795 1.7689 -1.1064
C -3.9305 0.6886 -0.8196
C -3.8978 0.1066 0.6047
C -3.3174 -1.3012 0.6616
C -1.7890 -1.3556 0.8139
In -0.7071 -2.4462 -0.8014
O 0.5449 -1.0150 -1.7312
C 1.5614 -1.5866 -2.5076
C 2.7426 -0.6038 -2.6312
C 3.1143 -0.3750 -4.0916
C 3.9664 -1.0505 -1.8169
C 4.2237 -0.2458 -0.5392
C 5.3308 -0.9211 0.2662
C 2.9722 -0.1611 0.3390
C 0.5447 -4.1841 -0.1031
O 0.8878 -4.1683 1.1023
O 0.8108 -5.0396 -0.9666
P -2.2871 -3.2921 -2.6960
O -3.3480 -2.0156 -3.0551
Cl -3.6164 -4.7237 -1.8385
H 0.7018 2.0669 1.9482
H 0.3060 3.5020 0.9517
H 1.5286 2.3480 0.4122
H -0.0924 2.7122 -1.4298
H 0.5182 1.0546 -1.3877
H -1.6270 0.1232 -1.7283
H -1.5360 1.4933 -2.7824
H -2.6630 2.3224 -0.1986
H -3.3216 2.4831 -1.8024
H -3.8144 -0.0928 -1.5632
H -4.9052 1.1510 -0.9801
H -4.9182 0.0846 0.9931
H -3.3419 0.7966 1.2341
H -3.6829 -1.8794 -0.1902
H -3.7551 -1.7771 1.5398
H -1.5221 -1.8272 1.7529
H -1.3988 -0.3411 0.8620
H 1.9192 -2.5040 -2.0321
H 1.1836 -1.8464 -3.5058
H 2.3843 0.3449 -2.2398
H 3.4243 -1.3017 -4.5664
H 3.9156 0.3593 -4.1721
H 2.2563 0.0319 -4.6211
H 3.8661 -2.0900 -1.5187
H 4.8528 -0.9768 -2.4535
H 4.5316 0.7669 -0.8040
H 6.3109 -0.7087 -0.1621
H 5.1860 -1.9963 0.2766
H 5.3019 -0.5638 1.2936
H 2.8814 -1.0335 0.9776
H 2.0562 -0.0127 -0.2210
H 3.0834 0.6926 1.0118
H -3.8081 -1.7819 -2.2430
C -8.8286 1.9500 4.6601
C -7.8237 2.8827 4.4602
C -6.5105 2.4668 4.2842
C -6.2357 1.1175 4.3323
C -7.2134 0.1777 4.5923
C -8.5202 0.5986 4.7384
N -4.8741 0.6453 4.0264
O -4.0382 1.4875 3.7767
O -4.7005 -0.5515 3.9864
H -9.8573 2.2728 4.7417
H -8.0639 3.9356 4.4000
H -5.7233 3.1771 4.0823
H -6.9608 -0.8713 4.6288
H -9.3039 -0.1290 4.8938
C 11.4073 -2.2059 2.0406
C 10.9290 -1.6167 3.2035
C 10.0646 -0.5374 3.1306
C 9.6945 -0.0706 1.8846
C 10.1603 -0.6378 0.7145
C 11.0261 -1.7152 0.7993
N 8.7604 1.0629 1.7965
O 8.3747 1.5615 2.8379
O 8.4314 1.4345 0.6933
H 12.0767 -3.0534 2.1020
H 11.2250 -2.0014 4.1693
H 9.6821 -0.0715 4.0257
H 9.8495 -0.2506 -0.2439
H 11.3977 -2.1753 -0.1053
C -9.8422 -3.5287 -0.6093
C -10.9515 -2.8676 -0.0993
C -10.7861 -1.7567 0.7138
C -9.5027 -1.3208 0.9771
C -8.3850 -1.9695 0.4853
C -8.5615 -3.0875 -0.3068
N -9.2899 -0.1289 1.8089
O -10.2420 0.3956 2.3650
O -8.1481 0.2533 1.9310
H -9.9738 -4.3945 -1.2440
H -11.9476 -3.2156 -0.3353
H -11.6381 -1.2324 1.1195
H -7.3940 -1.6143 0.7267
H -7.6986 -3.6106 -0.6949
C 10.0095 5.4699 2.0134
C 10.9691 6.4133 1.6686
C 12.1606 6.0131 1.0880
C 12.3658 4.6655 0.8601
C 11.4264 3.7102 1.1985
C 10.2384 4.1208 1.7825
N 13.6249 4.2372 0.2280
O 14.4432 5.0948 -0.0394
O 13.7757 3.0535 0.0121
H 9.0775 5.7858 2.4621
H 10.7881 7.4637 1.8497
H 12.9145 6.7356 0.8158
H 11.6157 2.6638 1.0097
H 9.4925 3.3902 2.0515
C -4.4324 -1.6541 -4.8115
C -4.9459 -1.3722 -3.5531
C -6.3008 -1.5266 -3.3098
C -7.1168 -1.9688 -4.3359
C -6.6274 -2.2497 -5.5971
C -5.2719 -2.0868 -5.8311
N -8.5498 -2.1671 -4.0585
O -8.9299 -1.8970 -2.9390
O -9.2559 -2.6053 -4.9458
H -3.3728 -1.5405 -4.9953
H -4.2914 -1.0396 -2.7594
H -6.7115 -1.3138 -2.3344
H -7.2882 -2.5930 -6.3783
H -4.8679 -2.3056 -6.8097
*
```

Properties
Highest occupied orbital energy: -0.1 eV



No. 6
Formula: C3H7Br2O2P
Source: the OMol25 dataset
Level of theory: wB97M-V/def2-TZVPD

Geometry as ORCA input:
```
! wB97M-V def2-TZVPD RIJCOSX def2/J DEFGRID3
* xyz 0 1
C 0.5642 0.5752 -1.3421
C -0.7505 -1.6977 -0.9552
C -0.2074 -0.2717 -0.4162
O 1.1404 2.1612 1.4610
O 0.6185 -0.6214 0.6552
P 0.4215 1.0244 2.0696
Br 1.3304 0.6616 4.0333
Br -1.6874 1.2530 2.3305
H 1.6432 0.3707 -1.4107
H 0.1940 0.6239 -2.4104
H 0.5050 1.5958 -0.8880
H -1.3177 -2.1945 -0.1417
H 0.0428 -2.3369 -1.1331
H -1.3524 -1.4153 -1.8136
H -1.1445 0.2719 -0.0388
*
```

Properties
ΔE to the lowest compared entry with this formula, charge and spin: 197.2 kJ/mol
Highest occupied orbital energy: -9.9 eV



No. 7
Formula: C2FLiO2Tl
Source: the OMol25 dataset
Level of theory: wB97M-V/def2-TZVPD

Geometry as ORCA input:
```
! wB97M-V def2-TZVPD RIJCOSX def2/J DEFGRID3
* xyz 0 2
Tl 4.1538 -0.1355 -0.6578
O 2.3113 0.7053 -0.1078
C 1.1325 0.3957 0.1099
C 0.0601 -0.2416 0.2714
O -0.9550 -0.9413 0.1300
F -3.8776 0.7826 0.1070
Li -2.8252 -0.5653 0.1472
*
```

Properties
ΔE to the lowest compared entry with this formula, charge and spin: 0.0 kJ/mol
Highest occupied orbital energy (spin up / spin down): -8.5 / -8.2 eV



No. 8
Formula: C3H6INS
Source: the OMol25 dataset
Level of theory: wB97M-V/def2-TZVPD

Geometry as ORCA input:
```
! wB97M-V def2-TZVPD RIJCOSX def2/J DEFGRID3
* xyz 0 1
C -0.2140 -0.5140 0.1044
C -0.1841 1.7128 -0.8362
C 0.5955 0.6023 -0.1714
N -1.2753 -1.0072 0.0427
S 1.3976 -2.2870 1.1404
I -0.4131 -3.7128 1.8383
H -0.5860 1.2621 -1.7033
H -0.9431 1.8715 0.0083
H 0.6437 2.4595 -1.0330
H 1.1131 1.0101 0.7122
H 1.5585 0.4431 -0.6462
H -1.6927 -1.8404 0.5438
*
```

Properties
ΔE to the lowest compared entry with this formula, charge and spin: 58.0 kJ/mol
Highest occupied orbital energy: -7.9 eV



No. 9
Formula: C2H4IInO2P
Source: the OMol25 dataset
Level of theory: wB97M-V/def2-TZVPD

Geometry as ORCA input:
```
! wB97M-V def2-TZVPD RIJCOSX def2/J DEFGRID3
* xyz 3 1
O -1.1690 1.0007 1.7345
C -1.0332 0.5005 0.7162
I -2.4781 -1.2643 0.1536
C 0.0041 0.9293 -0.4700
P 1.7392 0.8110 0.0035
O 2.4696 -0.3133 -0.7102
H -0.2526 1.9772 -0.6587
H -0.1416 0.3469 -1.3761
H 1.9955 0.6661 1.3856
H 2.7005 -1.1211 -0.1915
In -3.8345 -3.5330 -0.5868
*
```

Properties
Highest occupied orbital energy: -21.6 eV



no.,DFT total energy (eV)
1,-126704.1949
2,-8884.3931
3,-21339.8849
4,-91495.2302
5,-113772.7220
6,-156693.0064
7,-13783.0901
8,-23631.9478
9,-28760.0296